Computed, not measured: 6 unconnected molecules or ions with the total composition C22H60F2N6O11S2 in a non-equilibrium geometry, with the ωB97M-V functional and the def2-TZVPD basis.

Output
- net charge = +4
- E_LUMO (Eh) = -0.302
- E_HOMO (eV) = -18.1019
- E_tot (Eh) = -3025.02982
- F_max (eV Å⁻¹) = 11.40
- frontier orbital gap (eV) = 9.875

Last column: Mulliken charge in e.
CARTESIAN COORDINATES (ANGSTROEM)
C (4.457734, -3.603112, 2.646766)  -1.44
C (3.640822, -4.638450, 1.849250)  0.09
C (3.537874, -4.522788, 0.355537)  -0.37
O (2.885156, -5.650376, -0.211062)  -0.39
C (3.100198, -5.859004, -1.610595)  -0.20
N (4.313293, -5.993879, 2.164806)  -0.28
H (3.901358, -6.318211, 3.026379)  0.36
H (4.084813, -6.711423, 1.512634)  0.31
H (5.330128, -5.923246, 2.309840)  0.37
H (5.483884, -3.613231, 2.337764)  0.47
H (4.520847, -3.914276, 3.704753)  0.44
H (4.052499, -2.602266, 2.472294)  0.28
H (2.682517, -4.796672, 2.306757)  0.38
H (4.582181, -4.330708, 0.034030)  0.37
H (2.937399, -3.613701, 0.252385)  0.22
H (2.645848, -5.045496, -2.175612)  -0.19
H (2.568743, -6.792847, -1.819959)  0.29
H (4.143632, -5.987198, -1.857569)  0.37
C (1.234509, 4.333017, 3.796093)  -0.59
C (1.177774, 5.561128, 2.955045)  0.39
O (1.363399, 6.658453, 3.257452)  -0.35
N (0.953810, 5.302097, 1.419668)  0.15
H (1.782146, 5.605968, 0.890225)  0.42
H (1.021250, 4.362974, 1.112232)  -0.10
C (-0.377709, 5.882820, 0.991955)  -0.77
H (0.252482, 3.859461, 3.892284)  0.04
H (1.692404, 4.711792, 4.741604)  0.41
H (1.897392, 3.516291, 3.436337)  0.28
H (-0.439845, 6.928968, 1.173325)  0.38
H (-1.211274, 5.398375, 1.470640)  0.28
H (-0.389253, 5.608293, -0.063963)  0.37
C (1.200165, 2.279103, -4.762539)  -0.68
C (2.582113, 2.836060, -4.815396)  0.65
O (3.046484, 3.660011, -5.481288)  -0.37
N (3.506556, 2.411042, -3.658975)  0.25
H (3.930011, 3.325813, -3.418511)  0.41
H (3.096133, 1.961061, -2.803752)  0.17
C (4.759666, 1.685247, -4.058229)  -0.86
H (1.242494, 1.209683, -4.923933)  0.10
H (0.537427, 2.731803, -5.482904)  0.40
H (0.805115, 2.323246, -3.756994)  0.11
H (5.386657, 1.669756, -3.206140)  0.40
H (5.250549, 2.198306, -4.884198)  0.39
H (4.517905, 0.673340, -4.365514)  0.27
C (-5.937302, -1.170553, 3.356890)  -0.74
O (-5.295482, 0.103891, 3.639355)  -0.41
C (-5.666210, 1.153292, 2.811964)  -0.35
C (-4.806293, 2.360514, 3.189664)  -0.66
N (-3.484414, 1.862377, 3.862610)  0.10
H (-3.529413, 0.837027, 3.715650)  0.39
H (-2.595121, 2.086725, 3.395555)  0.16
C (-3.205136, 2.200661, 5.291084)  -0.79
C (-2.008470, 1.488450, 5.755204)  -0.58
O (-0.948715, 1.746503, 4.815327)  -0.14
C (0.187664, 1.024116, 5.112189)  -0.89
H (-5.495932, -1.619134, 2.470278)  0.28
H (-6.982524, -1.078385, 3.309381)  0.33
H (-5.650477, -1.796624, 4.226622)  0.27
H (-6.697786, 1.379299, 2.993187)  0.45
H (-5.444594, 0.918857, 1.721647)  0.31
H (-5.242290, 3.025124, 3.933951)  0.31
H (-4.503545, 3.022056, 2.388902)  0.36
H (-4.115580, 1.930312, 5.813147)  0.43
H (-3.140583, 3.258288, 5.338859)  0.45
H (-2.154097, 0.399482, 5.750497)  0.41
H (-1.635658, 1.852704, 6.705476)  0.43
H (0.080818, -0.049998, 5.054733)  0.40
H (0.639217, 1.169186, 6.118343)  0.40
H (1.009363, 1.271228, 4.407337)  0.12
C (-5.000453, 0.008549, -4.541065)  -0.80
O (-3.798034, -0.667667, -4.092373)  -0.31
C (-4.028172, -1.693416, -3.075268)  -0.70
C (-2.897024, -2.760365, -3.204141)  -0.55
N (-1.559067, -2.048862, -3.167535)  0.04
H (-1.582700, -1.293090, -3.844548)  0.41
H (-1.510205, -1.638648, -2.235441)  0.16
C (-0.422161, -3.062280, -3.408860)  -0.84
C (0.958742, -2.330841, -3.202055)  -0.42
O (1.089231, -1.430351, -4.281902)  -0.22
C (2.147835, -1.844465, -5.139196)  -0.87
H (-4.679116, 0.889159, -5.095943)  0.26
H (-5.568438, 0.375115, -3.689849)  0.32
H (-5.652805, -0.669581, -5.050979)  0.34
H (-4.905452, -2.298946, -3.235754)  0.42
H (-4.091242, -1.253869, -2.109365)  0.46
H (-3.029406, -3.133459, -4.249008)  0.37
H (-3.013036, -3.471175, -2.388863)  0.38
H (-0.337623, -3.232481, -4.437770)  0.43
H (-0.599930, -3.805196, -2.653404)  0.47
H (1.727984, -3.117845, -3.262026)  0.18
H (1.085660, -1.957105, -2.203898)  0.44
H (2.355102, -0.995522, -5.756933)  0.26
H (1.859006, -2.738314, -5.642944)  0.36
H (3.120336, -2.018039, -4.613896)  0.34
N (0.847762, 1.844253, 0.386988)  -0.43
S (-0.681656, 1.627676, 0.010941)  1.09
O (-1.438205, 2.590706, 0.776742)  -0.55
O (-1.031777, 0.212742, -0.153048)  -0.64
F (-0.736462, 2.206913, -1.354068)  -0.22
S (2.306656, 0.969544, -0.134099)  0.92
O (2.260366, 1.042084, -1.577538)  -0.85
O (2.449131, -0.354403, 0.400368)  -0.43
F (3.290396, 1.896558, 0.295938)  -0.10

Forces on the atoms, in the same order (eV/Å):
C -0.63 -0.50 -0.36
C 0.87 -1.37 1.06
C 0.19 0.71 0.14
O 0.91 0.46 0.85
C -0.78 -0.38 0.39
N 0.25 0.75 0.93
H 0.12 -0.23 0.70
H -0.15 -0.65 -1.27
H -0.31 -0.09 -0.26
H 0.66 0.14 -0.59
H -0.57 0.53 -0.31
H 0.05 -0.17 0.46
H -0.73 0.28 -0.01
H -0.53 -0.27 -0.65
H 0.12 0.17 -0.65
H 0.11 0.06 -0.16
H 0.15 0.26 -0.15
H 0.38 0.12 -0.03
C 0.80 -0.19 0.71
C 0.80 -2.48 -0.79
O -0.06 1.98 0.32
N -0.02 0.97 0.44
H -0.45 1.41 0.31
H -0.81 -2.24 0.39
C 0.82 -0.93 -1.41
H 0.01 0.26 0.33
H -0.84 -0.60 -0.40
H -0.27 0.77 -0.32
H 0.37 0.80 0.00
H 0.10 -0.52 0.43
H -0.57 0.56 -0.02
C 0.43 -0.63 0.09
C -1.43 -0.82 1.51
O 0.77 1.31 -1.71
N 1.31 0.64 0.56
H -0.73 -0.30 0.31
H -0.22 0.16 -0.60
C -0.63 -0.59 -1.12
H 0.08 -0.45 -0.31
H 0.04 0.26 -0.17
H -0.09 0.43 0.38
H 0.71 -0.08 0.77
H -0.16 0.13 0.11
H -0.06 -0.08 0.04
C 2.24 -0.07 1.28
O 0.17 -1.03 0.29
C 0.95 0.07 -1.45
C 1.46 0.67 1.44
N 0.51 -0.71 -1.28
H -0.29 0.14 0.67
H -0.53 0.45 -0.54
C -2.10 -0.26 -0.50
C 1.73 -0.70 -0.41
O -0.97 0.64 -0.25
C 2.63 -0.52 0.33
H -0.18 0.09 -0.28
H -1.39 0.19 -0.19
H -0.38 0.29 -0.58
H -0.72 0.36 -0.41
H -0.60 0.09 1.05
H -0.30 -0.29 0.12
H -0.10 -0.26 -0.47
H 0.07 -0.21 0.51
H 0.35 1.05 0.07
H -0.19 0.13 0.42
H -0.48 -0.16 0.53
H -0.56 -0.51 -0.26
H -0.66 0.48 -0.26
H -0.72 0.09 0.17
C 0.58 0.27 1.12
O -0.30 -1.22 0.96
C 1.12 -0.11 -1.89
C -1.18 2.08 -1.43
N -0.24 -1.77 0.32
H 0.02 0.24 -0.32
H 0.50 0.27 0.07
C 1.25 3.37 2.11
C -0.96 -1.84 -0.57
O 0.47 0.09 1.22
C 1.04 0.73 0.89
H -0.09 -0.41 -0.32
H 0.02 0.10 0.34
H -0.15 -0.30 -0.80
H -0.77 0.18 -0.28
H 0.06 0.51 0.99
H 0.38 -0.34 1.08
H 0.44 -0.25 -0.29
H -0.92 -1.27 -1.38
H 0.05 -0.90 -0.38
H -0.24 0.08 -0.16
H -0.14 1.10 0.42
H -0.16 0.13 -0.98
H -0.02 -0.54 -0.82
H -0.84 -0.06 0.07
N 3.12 -0.57 0.57
S 2.30 -2.60 2.86
O -0.02 -1.19 0.10
O -0.27 2.07 0.35
F -0.50 1.13 -3.79
S -10.42 -3.90 -2.50
O 0.98 0.08 -0.31
O 0.64 1.50 0.33
F 4.30 3.67 2.50